No. 1
C6H9NO as an isolated structure, computed with ωB97M-V/def2-TZVPD.

The geometry in XYZ format:
```
17
C6H9NO | the OMol25 dataset | ωB97M-V/def2-TZVPD
C 0.145 -1.371 1.137
C 1.596 -1.205 0.966
C 0.657 -0.350 0.082
C -0.387 0.696 -1.729
C -1.128 0.524 -0.392
C -0.012 0.909 0.462
H -0.546 -0.966 1.841
H -0.510 -2.443 0.924
H 2.200 -0.367 1.630
H 2.279 -2.180 0.464
H -0.248 2.036 -1.763
H -0.704 0.263 -2.702
H -1.316 -0.560 -0.282
H -1.834 0.548 1.313
H 0.710 1.821 0.058
N -1.442 1.258 0.764
O 0.604 -0.271 -1.249
```

**Kohn-Sham gap**: 9.29 eV
**Total charge**: 0
**ΔE to the lowest compared entry with this formula, charge and spin**: 226.4 kcal per mole

Mulliken population analysis, charges in e, atoms 1 to 6: atom 1 (C): -0.72, atom 2 (C): -0.40, atom 3 (C): 0.55, atom 4 (C): -0.55, atom 5 (C): 0.05, atom 6 (C): -0.20


No. 2
One molecule with the formula C5H4O3, computed with ωB97M-V/def2-TZVPD.

The geometry in XYZ format:
```
12
C5H4O3 | the OMol25 dataset | ωB97M-V/def2-TZVPD
C -0.537 -1.349 -0.424
C 0.662 -1.449 0.239
C 0.314 0.647 0.180
C 0.524 1.978 0.726
C -0.723 0.086 -0.500
H -1.614 -2.163 -1.871
H 1.216 -2.331 0.426
H 1.229 1.966 1.853
H -1.447 0.271 -1.230
O -1.296 -2.430 -0.801
O 1.000 -0.197 0.787
O 0.194 2.974 -0.049
```

**Kohn-Sham gap**: 8.90 eV
**Total charge**: 0
**ΔE to the lowest compared entry with this formula, charge and spin**: 101.9 kcal per mole
**Structure (SMILES)**: O=Cc1cc(O)co1

Mulliken population analysis, charges in e, atoms 1 to 6: atom 1 (C): 0.60, atom 2 (C): -0.59, atom 3 (C): 0.47, atom 4 (C): -0.07, atom 5 (C): -0.45, atom 6 (H): 0.40


No. 3
C48H67CrNO5PSe as an isolated structure, computed with ωB97M-V/def2-TZVPD.

The geometry in XYZ format:
```
124
C48H67CrNO5PSe | the OMol25 dataset | ωB97M-V/def2-TZVPD
Cr 0.866 1.272 0.411
C -6.015 0.758 -1.734
C -5.071 0.022 -2.696
C -5.516 0.348 -4.125
C -5.218 -1.494 -2.495
C -3.624 0.436 -2.413
C -3.081 0.201 -1.152
C -1.784 0.555 -0.853
Se -1.112 0.161 0.951
C -0.349 -1.505 0.280
C -1.121 -2.647 0.367
C -0.659 -3.875 -0.099
C 0.619 -3.915 -0.657
C 1.448 -2.800 -0.777
C 0.962 -1.547 -0.301
O 1.664 -0.464 -0.374
C 2.833 -3.018 -1.416
C 3.623 -4.033 -0.575
C 2.654 -3.561 -2.843
C 3.701 -1.755 -1.523
C -1.560 -5.109 0.018
C -2.860 -4.871 -0.767
C -0.906 -6.378 -0.536
C -1.896 -5.364 1.496
C -0.950 1.171 -1.835
O 0.282 1.495 -1.493
C -1.481 1.417 -3.126
C -2.808 1.039 -3.365
C -0.724 2.058 -4.307
C -0.696 1.070 -5.486
C 0.733 2.434 -4.015
C -1.447 3.345 -4.734
H -7.059 0.473 -1.920
H -5.792 0.523 -0.690
H -5.925 1.841 -1.866
H -6.555 0.035 -4.281
H -5.463 1.425 -4.318
H -4.898 -0.177 -4.860
H -6.250 -1.814 -2.691
H -4.555 -2.035 -3.177
H -4.970 -1.793 -1.473
H -3.675 -0.271 -0.375
H -2.110 -2.564 0.808
H 0.996 -4.862 -1.021
H 3.115 -5.001 -0.511
H 4.612 -4.214 -1.016
H 3.764 -3.655 0.442
H 2.113 -4.513 -2.858
H 2.099 -2.843 -3.455
H 3.630 -3.735 -3.314
H 3.918 -1.334 -0.540
H 4.666 -2.006 -1.988
H 3.228 -0.999 -2.150
H -2.639 -4.692 -1.824
H -3.523 -5.744 -0.696
H -3.411 -4.008 -0.385
H -0.673 -6.269 -1.599
H 0.012 -6.618 0.009
H -1.585 -7.233 -0.432
H -2.422 -4.516 1.942
H -2.544 -6.245 1.600
H -0.981 -5.539 2.070
H -3.213 1.226 -4.350
H -0.177 0.151 -5.197
H -1.702 0.801 -5.825
H -0.171 1.508 -6.343
H 1.325 1.555 -3.754
H 1.190 2.879 -4.911
H 0.804 3.171 -3.224
H -2.481 3.155 -5.045
H -1.466 4.061 -3.908
H -0.934 3.813 -5.584
O 3.998 2.139 -0.004
C 2.875 1.719 0.227
O 2.701 0.577 0.918
C 1.713 2.948 -0.529
C 2.461 3.942 -1.094
C 1.883 5.053 -1.745
C 0.518 5.164 -1.827
C -0.258 4.153 -1.255
N 0.259 3.094 -0.641
H 3.538 3.891 -1.043
H 2.527 5.812 -2.173
H 0.052 6.011 -2.320
H -1.344 4.183 -1.282
C 4.275 0.865 2.421
C 3.011 0.280 3.259
C 3.458 0.159 4.722
C 2.739 -1.149 2.747
P 1.312 1.295 2.968
C 0.101 0.609 4.192
C -0.969 -0.172 3.734
C -1.903 -0.709 4.613
C -1.792 -0.480 5.975
C -0.740 0.287 6.453
C 0.191 0.821 5.572
C 1.601 3.181 3.464
C 2.193 3.989 2.306
C 2.545 3.392 4.655
C 0.247 3.832 3.788
H 5.110 0.150 2.502
H 4.639 1.822 2.824
H 4.031 1.046 1.230
H 4.406 -0.392 4.788
H 2.733 -0.397 5.329
H 3.621 1.126 5.199
H 3.641 -1.766 2.850
H 2.450 -1.173 1.705
H 1.942 -1.641 3.321
H -1.097 -0.386 2.648
H -2.720 -1.310 4.227
H -2.521 -0.899 6.662
H -0.642 0.469 7.518
H 1.002 1.405 5.986
H 3.198 3.653 2.031
H 2.276 5.047 2.594
H 1.579 3.944 1.429
H 3.563 3.064 4.434
H 2.211 2.879 5.560
H 2.609 4.459 4.904
H -0.460 3.715 2.972
H 0.376 4.908 3.966
H -0.207 3.413 4.695
O 0.266 2.591 1.407
```

**Kohn-Sham gap (alpha / beta)**: 4.22 / 3.99 eV
**Total charge**: -2
**2S+1**: 4
**<S²>**: 3.80
**ΔE to the lowest compared entry with this formula, charge and spin**: 62.2 kcal per mole

Mulliken population analysis, charges in e, atoms 1 to 6: atom 1 (Cr): -1.13, atom 2 (C): -1.75, atom 3 (C): 2.31, atom 4 (C): -2.21, atom 5 (C): -1.67, atom 6 (C): -0.20


No. 4
One molecule with the formula CH5N3O, computed with ωB97M-V/def2-TZVPD.

The geometry in XYZ format:
```
10
CH5N3O | the OMol25 dataset | ωB97M-V/def2-TZVPD
C -0.653 0.510 -0.068
H 2.450 0.265 -0.747
H 2.165 0.232 0.936
H 0.437 -1.268 -0.062
H -1.661 -1.375 0.121
H -2.646 0.062 0.169
N 1.781 0.394 -0.012
N 0.553 -0.248 -0.185
N -1.706 -0.326 -0.077
O -0.722 1.755 -0.076
```

**Kohn-Sham gap**: 10.48 eV
**Total charge**: 0
**ΔE to the lowest compared entry with this formula, charge and spin**: 7.7 kcal per mole
**Structure (SMILES)**: NNC(N)=O

Mulliken population analysis, charges in e, atoms 1 to 6: atom 1 (C): 0.53, atom 2 (H): 0.22, atom 3 (H): 0.21, atom 4 (H): 0.18, atom 5 (H): 0.22, atom 6 (H): 0.25


No. 5
C19H45Cl3P2Pm as an isolated structure, computed with ωB97M-V/def2-TZVPD.

The geometry in XYZ format:
```
70
C19H45Cl3P2Pm | the OMol25 dataset | ωB97M-V/def2-TZVPD
Pm 0.065 -0.433 0.007
Cl -0.074 0.825 -2.603
P -2.665 -0.351 -0.282
C -2.942 -1.238 -1.899
C -3.486 -1.320 1.092
C -3.259 1.384 -0.528
C -1.886 -2.296 -2.295
H -2.858 -0.421 -2.638
C -4.343 -1.828 -1.904
H -4.355 -2.775 -1.337
H -4.663 -2.043 -2.926
H -5.104 -1.172 -1.458
H -1.005 -1.834 -2.756
H -2.311 -2.997 -3.035
H -1.564 -2.920 -1.446
H -2.700 1.683 -1.434
C -2.906 2.352 0.603
C -4.760 1.378 -0.766
H -5.021 0.995 -1.760
H -5.153 2.393 -0.669
H -5.266 0.764 -0.002
H -2.074 1.993 1.208
H -3.738 2.520 1.306
H -2.576 3.329 0.202
C -2.742 -2.660 1.284
H -4.520 -1.528 0.786
C -3.506 -0.516 2.399
H -2.851 -3.353 0.435
H -3.120 -3.170 2.178
H -1.662 -2.528 1.473
H -2.514 -0.115 2.663
H -3.795 -1.164 3.236
H -4.216 0.323 2.373
Cl 0.151 -1.140 2.566
H 0.222 -2.025 -0.865
P 2.648 0.542 -0.155
C 2.874 2.105 -1.092
C 3.615 0.540 1.430
C 3.134 -0.852 -1.329
C 1.825 3.189 -0.809
H 2.747 1.812 -2.149
C 4.271 2.628 -0.821
H 4.309 3.104 0.171
H 4.538 3.384 -1.563
H 5.048 1.855 -0.847
H 0.879 2.984 -1.313
H 2.185 4.173 -1.149
H 1.612 3.275 0.276
H 2.540 -0.608 -2.231
C 2.767 -2.293 -0.891
C 4.632 -0.716 -1.628
H 4.854 0.170 -2.243
H 5.013 -1.589 -2.163
H 5.213 -0.630 -0.692
H 2.046 -2.382 -0.050
H 3.663 -2.843 -0.563
H 2.322 -2.834 -1.749
C 2.950 1.560 2.360
H 4.641 0.846 1.197
C 3.641 -0.843 2.088
H 3.183 2.607 2.123
H 3.201 1.390 3.416
H 1.852 1.500 2.325
H 2.624 -1.231 2.261
H 4.097 -0.768 3.081
H 4.198 -1.597 1.515
Cl -0.473 2.409 3.230
C -0.049 2.841 1.724
H 0.004 2.026 1.032
H -0.251 3.860 1.487
```

**Kohn-Sham gap (alpha / beta)**: 4.05 / 4.05 eV
**Total charge**: -1
**2S+1**: 5
**<S²>**: 6.01

Mulliken population analysis, charges in e, atoms 1 to 6: atom 1 (Pm): 0.29, atom 2 (Cl): -0.56, atom 3 (P): -0.19, atom 4 (C): 0.92, atom 5 (C): 0.64, atom 6 (C): 0.75


No. 6
C22H29Br29ClF4IN3O as an isolated structure, computed with ωB97M-V/def2-TZVPD.

The geometry in XYZ format:
```
90
C22H29Br29ClF4IN3O | the OMol25 dataset | ωB97M-V/def2-TZVPD
C -0.783 -2.216 -4.460
C -1.276 -0.856 -3.922
C -0.304 0.361 -3.959
I 0.910 0.098 -5.743
N 0.491 0.631 -2.687
C 1.197 -0.630 -2.308
C 2.154 -0.530 -1.126
N 2.584 -1.603 -0.695
C -0.519 0.863 -1.528
N -1.806 1.314 -1.951
C -0.001 1.806 -0.402
C 0.153 1.074 0.956
Br -1.704 1.049 1.665
C 1.005 1.859 1.953
C 0.694 1.614 3.435
Br 2.926 1.603 1.702
O 1.216 2.510 -0.690
C 1.133 3.003 -1.965
F -0.044 3.598 -2.248
Cl 2.287 4.334 -2.084
C 1.372 1.825 -2.961
C 2.868 1.655 -3.244
F 3.248 0.497 -3.790
F 3.181 2.551 -4.156
F 3.623 1.788 -2.189
H 0.240 -2.462 -4.195
H -0.973 -2.360 -5.514
H -1.391 -2.991 -3.967
H -2.121 -0.570 -4.543
H -1.703 -1.047 -2.939
H -0.881 1.227 -4.234
H 1.763 -1.077 -3.120
H 0.520 -1.434 -2.042
H 2.465 0.400 -0.650
H 3.223 -1.427 0.081
H -0.717 -0.064 -1.007
H -2.535 0.667 -1.699
H -2.051 2.257 -1.692
H -0.720 2.580 -0.153
H 0.402 0.022 0.860
H 0.797 2.912 1.780
H 1.561 1.986 3.980
H -0.150 2.187 3.796
H 0.635 0.555 3.677
H 0.966 2.284 -3.861
C 2.106 3.435 7.074
Br 1.522 1.603 6.941
Br 3.885 3.560 7.796
Br 1.947 4.372 5.389
H 1.442 3.930 7.767
C 4.793 6.647 0.001
Br 5.131 8.296 0.931
Br 3.827 5.388 1.099
Br 3.912 6.955 -1.692
H 5.753 6.201 -0.220
C 3.193 -5.329 -1.785
Br 1.710 -4.428 -2.627
Br 2.592 -6.613 -0.483
Br 4.371 -6.120 -3.086
H 3.759 -4.576 -1.255
C -2.423 -5.863 -6.167
Br -0.987 -6.849 -5.358
Br -3.313 -4.718 -4.889
Br -1.829 -4.877 -7.715
H -3.154 -6.584 -6.510
C -0.738 3.904 10.416
Br -1.309 2.071 10.240
Br 1.051 4.027 11.119
Br -0.912 4.859 8.751
H -1.397 4.379 11.128
C -0.917 -8.413 -9.182
Br -1.601 -9.457 -7.713
Br 0.701 -9.171 -9.901
Br -2.252 -8.143 -10.545
H -0.665 -7.438 -8.787
C -3.507 -1.297 10.266
Br -4.114 -2.338 11.768
Br -1.899 -2.029 9.491
Br -4.895 -1.069 8.947
H -3.261 -0.313 10.640
C -7.889 -3.354 10.730
Br -8.970 -2.759 9.249
Br -8.320 -2.408 12.352
Br -7.993 -5.263 10.969
H -6.861 -3.120 10.489
C 0.795 4.284 -7.609
Br -0.176 2.875 -8.497
Br -0.330 5.800 -7.234
Br 1.684 3.647 -6.017
H 1.567 4.617 -8.288
```

**Kohn-Sham gap**: 8.55 eV
**Total charge**: +1

Mulliken population analysis, charges in e, atoms 1 to 6: atom 1 (C): -1.27, atom 2 (C): -0.43, atom 3 (C): -1.05, atom 4 (I): 0.18, atom 5 (N): 1.92, atom 6 (C): -0.73


No. 7
A 3-piece molecular cluster, C7H9Cl3N overall, computed with ωB97M-V/def2-TZVPD.

The geometry in XYZ format:
```
20
C7H9Cl3N | the OMol25 dataset | ωB97M-V/def2-TZVPD
Cl 1.800 3.169 -0.298
Cl 0.623 1.707 -4.479
C 0.870 0.713 -3.026
C -0.433 0.027 -2.613
Cl -1.614 1.247 -2.110
H 1.210 1.349 -2.206
H 1.629 -0.003 -3.332
H -0.213 -0.585 -1.740
H -0.811 -0.538 -3.461
N 0.563 -0.967 3.445
C -0.660 -1.470 3.264
C -1.419 -1.233 2.125
C -0.910 -0.420 1.121
C 0.370 0.098 1.319
C 1.064 -0.193 2.480
H -1.032 -2.105 4.057
H -2.446 -1.582 2.077
H -1.393 -0.133 0.199
H 0.743 0.729 0.517
H 2.059 0.190 2.662
```

**Kohn-Sham gap**: 7.26 eV
**Total charge**: -1
**ΔE to the lowest compared entry with this formula, charge and spin**: 3.0 kcal per mole

Mulliken population analysis, charges in e, atoms 1 to 6: atom 1 (Cl): -0.86, atom 2 (Cl): -0.23, atom 3 (C): -0.19, atom 4 (C): -0.39, atom 5 (Cl): -0.17, atom 6 (H): 0.02


No. 8
A 2-piece molecular cluster, H4O2 overall, computed with ωB97M-V/def2-TZVPD.

The geometry in XYZ format:
```
6
H4O2 | the OMol25 dataset | ωB97M-V/def2-TZVPD
O -0.960 1.165 -0.510
H -1.769 1.626 -0.732
H -0.273 1.652 -0.967
O 1.313 -1.692 0.839
H 1.299 -0.843 0.398
H 0.390 -1.909 0.972
```

**Kohn-Sham gap**: 12.00 eV
**Total charge**: 0
**ΔE to the lowest compared entry with this formula, charge and spin**: 3.6 kcal per mole
**Structure (SMILES)**: O.O

Just the Mulliken charges please, in e? Sure, here they are: atom 1 (O): -0.63, atom 2 (H): 0.31, atom 3 (H): 0.32, atom 4 (O): -0.64, atom 5 (H): 0.32, atom 6 (H): 0.32


For each record above, in turn, the calculated max |F| values are 5.51, 7.64, 7.67, 4.05, 4.50, 2.74, 1.31, 0.31 eV Å⁻¹.